1.
Formula: C6H10S
Source: the OMol25 dataset
Level of theory: ωB97M-V/def2-TZVPD

Properties
Spin multiplicity ... 1
Lowest unoccupied orbital energy ... -0.15 eV
HOMO ... -0.2851 hartree
Frontier orbital gap ... 0.27970 Eh

```
17
Properties=species:S:1:pos:R:3:mulliken_charge:R:1
C -0.033 -1.687 0.360 -0.56
C 2.388 -0.216 0.872 -1.02
C -1.446 -1.546 -0.297 -0.33
C -1.028 0.917 0.522 -0.35
C 0.095 0.942 -0.529 -1.03
C -1.552 -0.481 0.672 -0.45
S 1.226 -0.512 -0.325 0.40
H 3.095 0.500 0.681 0.38
H 2.665 -1.170 1.059 0.38
H -1.517 -1.122 -1.333 0.16
H -2.157 -2.355 -0.329 0.34
H -0.799 1.472 1.596 0.25
H -2.045 1.443 0.218 0.28
H -0.144 0.920 -1.578 0.50
H 0.642 1.837 -0.400 0.50
H -1.695 -0.766 1.678 0.40
H 1.572 -0.303 -1.830 0.14
```



2.
Formula: C27H27B2N4O17
Source: the OMol25 dataset
Level of theory: ωB97M-V/def2-TZVPD

Properties
Spin multiplicity ... 1
Lowest unoccupied orbital energy ... -1.21 eV
Total charge ... -1
HOMO ... -0.2519 hartree
Frontier orbital gap ... 0.20756 Eh

```
77
Properties=species:S:1:pos:R:3:mulliken_charge:R:1
N 1.112 -2.632 -0.078 -0.51
H 0.146 -2.841 0.130 0.39
H 1.055 -1.728 -0.526 0.38
H 1.587 -3.272 -0.699 0.37
H 1.608 -2.552 0.798 0.38
O -5.364 -0.387 -0.943 -0.73
C -6.320 0.316 -1.355 0.69
O -6.456 1.504 -0.972 -0.49
B -7.533 2.184 -1.735 0.93
O -8.215 1.027 -2.452 -0.42
C -7.468 -0.056 -2.307 0.55
O -7.585 -1.157 -2.830 -0.62
O -8.430 2.941 -0.871 -0.41
C -8.115 4.216 -0.951 0.59
O -8.633 5.119 -0.279 -0.62
C -7.161 4.411 -2.192 0.60
O -6.926 3.185 -2.631 -0.49
O -6.782 5.434 -2.696 -0.60
O -6.674 5.214 5.834 -0.63
C -5.958 4.290 6.291 0.61
O -5.754 3.104 5.788 -0.44
B -4.744 2.333 6.621 0.93
O -4.255 3.366 7.617 -0.47
C -4.918 4.498 7.405 0.57
O -4.782 5.635 7.957 -0.64
O -3.686 1.734 5.757 -0.41
C -3.614 0.452 5.989 0.61
O -2.904 -0.320 5.395 -0.63
C -4.774 0.105 7.002 0.59
O -5.340 1.198 7.410 -0.44
O -5.119 -1.068 7.324 -0.66
C 0.099 1.624 -6.991 -0.57
C 1.232 2.539 -6.489 -0.45
C 2.313 1.557 -6.036 -0.38
O 1.396 0.674 -5.398 -0.41
C 0.224 0.380 -6.193 -0.38
H 0.054 1.226 -8.005 0.26
H -0.881 2.101 -6.978 0.33
H 0.917 3.120 -5.622 0.24
H 1.476 3.261 -7.269 0.33
H 2.979 1.969 -5.278 0.25
H 2.982 1.099 -6.764 0.26
H -0.648 0.330 -5.540 0.24
H 0.315 -0.540 -6.770 0.29
N 1.001 3.554 1.002 -0.56
C -0.207 4.224 0.863 -0.09
C -0.687 5.253 1.632 -0.40
C 0.050 5.595 2.714 -0.17
C 1.354 5.041 2.890 -0.40
C 1.768 4.002 2.082 -0.18
H -0.899 3.843 0.127 0.37
H -1.629 5.727 1.399 0.37
H -0.359 6.319 3.402 0.38
H 1.922 5.401 3.736 0.33
H 2.587 3.334 2.303 0.36
N 6.172 -2.994 3.634 -0.57
C 6.091 -2.731 4.918 -0.08
C 7.194 -2.800 5.787 -0.37
C 8.425 -3.268 5.257 -0.23
C 8.519 -3.448 3.911 -0.36
C 7.400 -3.293 3.137 -0.17
H 5.101 -2.597 5.328 0.36
H 6.966 -2.607 6.825 0.34
H 9.264 -3.449 5.913 0.37
H 9.448 -3.791 3.481 0.34
H 7.384 -3.351 2.059 0.37
N 3.977 -6.449 -4.005 -0.52
C 3.879 -7.789 -3.636 -0.19
C 4.599 -8.763 -4.288 -0.41
C 5.360 -8.392 -5.437 -0.06
C 5.424 -7.070 -5.846 -0.54
C 4.813 -6.172 -5.033 -0.08
H 3.184 -7.961 -2.827 0.38
H 4.590 -9.819 -4.059 0.34
H 5.834 -9.161 -6.030 0.35
H 6.186 -6.885 -6.588 0.34
H 4.836 -5.095 -5.114 0.39
```